1.
{"formula": "C4H6O2", "method": "ωB97M-V/def2-TZVPD", "symbols": ["H", "H", "C", "H", "H", "H", "O", "O", "C", "H", "C", "C"], "coordinates": [[-1.95, -0.27, 1.26], [2.04, -0.93, 0.40], [0.32, -1.21, -0.78], [0.80, -0.81, -1.67], [0.85, 1.71, -0.85], [0.52, -1.47, 1.32], [-1.29, 0.44, 1.18], [-0.51, 2.92, 0.00], [-0.98, 0.63, -0.09], [-0.68, -1.63, -0.87], [-0.10, 1.81, -0.28], [0.99, -1.18, 0.38]], "total_charge": 0, "relative_energy_kcal_mol": 110.61, "e_homo_ev": -8.526, "energy_ha": -306.330033}

2.
{"formula": "C5H7ClO", "method": "ωB97M-V/def2-TZVPD", "symbols": ["H", "C", "H", "H", "H", "H", "H", "C", "Cl", "H", "C", "C", "C", "O"], "coordinates": [[-1.74, 1.24, 0.83], [-2.20, 0.34, 0.22], [0.35, -1.87, 0.68], [1.76, -0.35, -0.34], [-2.16, -1.64, 1.01], [-0.57, 1.85, 0.16], [-2.09, 0.92, -0.79], [-1.47, -0.88, 0.63], [-3.92, 0.16, 0.24], [0.69, -0.25, -1.66], [0.74, -0.07, -0.48], [-0.18, -0.95, 0.48], [0.43, 1.38, -0.06], [1.38, 2.08, 0.24]], "total_charge": 0, "relative_energy_kcal_mol": 59.76, "smiles": "O=CC/C=C\\CCl", "e_homo_ev": -9.478, "energy_ha": -730.038558}

3.
{"formula": "C18H52N9O21P2", "method": "ωB97M-V/def2-TZVPD", "symbols": ["H", "H", "O", "H", "H", "H", "C", "O", "H", "H", "H", "O", "H", "O", "C", "H", "H", "P", "O", "H", "O", "N", "O", "O", "O", "N", "P", "H", "C", "H", "H", "H", "H", "C", "N", "C", "H", "O", "H", "H", "H", "N", "H", "O", "N", "H", "C", "N", "O", "H", "N", "H", "C", "H", "H", "O", "O", "C", "O", "H", "C", "H", "O", "H", "O", "O", "H", "C", "O", "H", "H", "H", "H", "H", "N", "C", "C", "H", "H", "C", "H", "C", "H", "H", "C", "H", "C", "C", "H", "H", "O", "C", "H", "O", "H", "H", "H", "H", "N", "H", "H", "H"], "coordinates": [[-3.10, -5.35, -0.62], [5.42, 0.46, 3.06], [2.14, 2.34, -1.11], [3.80, -0.74, -2.67], [-0.49, 3.86, 3.64], [1.89, -4.89, 5.10], [2.03, -3.87, 4.74], [-1.77, 1.92, 2.45], [-2.27, -0.18, 0.98], [-0.20, -1.98, 0.68], [3.39, 8.61, 0.62], [-5.40, 0.86, 5.65], [-5.14, 4.48, -5.01], [-2.66, -4.19, -3.42], [-3.67, 0.03, 4.34], [3.97, 7.67, -0.81], [0.16, 5.21, -1.37], [1.80, 0.60, -1.03], [-1.74, 3.49, 0.91], [5.84, -2.58, 1.10], [1.36, 0.19, -2.49], [-2.40, -4.80, 1.28], [-6.28, 2.35, -4.99], [4.51, 2.20, 4.44], [-1.32, -5.07, 1.80], [-4.27, 1.09, 5.20], [-2.22, -0.85, -0.32], [-3.79, -4.80, -5.46], [3.11, 7.91, -0.18], [1.88, -2.44, -2.24], [-1.36, 5.10, 2.66], [1.76, -3.79, 3.68], [4.50, -0.78, 3.98], [-2.02, 0.79, -1.28], [-5.07, 2.38, -5.26], [0.98, 3.03, -1.73], [1.71, 4.66, -0.30], [-3.04, -3.75, 1.44], [6.71, -3.82, 2.07], [3.45, -3.47, -2.03], [-4.33, -0.11, 3.49], [5.53, -4.58, 0.52], [3.77, -0.01, 2.52], [0.99, 8.05, -1.13], [-1.67, 3.09, 2.08], [4.85, -1.48, -1.28], [4.43, 0.13, 3.38], [-2.02, -4.18, -4.48], [2.70, 0.96, 4.69], [2.67, 7.00, 0.24], [3.83, 1.19, 4.24], [2.44, -2.86, -0.49], [0.53, 0.15, 0.34], [1.18, -0.19, 1.28], [-3.60, -0.88, 4.94], [2.44, 9.64, -1.58], [3.31, -0.16, -0.58], [-4.41, 3.71, -5.26], [-0.83, -3.88, -4.61], [1.46, -3.15, 5.34], [3.73, -1.17, -1.57], [-3.54, 0.55, -3.03], [4.10, -3.23, 3.86], [-4.33, 1.27, -1.38], [-4.37, 1.40, -5.53], [5.46, -4.18, -0.65], [-3.61, 3.68, -4.51], [-2.76, -4.56, -5.72], [-3.59, 2.10, 5.40], [-0.11, 1.06, 0.73], [0.90, 2.89, -2.89], [-3.66, -0.71, -0.43], [4.93, -3.60, 2.26], [-2.68, 0.36, 4.02], [2.10, 8.59, -1.03], [-2.11, -1.78, -2.03], [-1.43, 4.11, 3.13], [-1.60, -2.85, -1.91], [-3.96, -6.10, 0.77], [5.77, -3.56, 1.57], [1.91, 5.16, -2.16], [1.19, 4.65, -1.37], [-1.85, 1.65, -0.47], [-3.16, -1.95, -2.52], [2.85, -2.55, -1.56], [-2.26, -5.43, -6.15], [-2.99, -5.81, 0.36], [-0.34, -1.14, -0.16], [-1.43, -1.19, -2.79], [-2.72, -3.70, -6.40], [3.94, -3.58, 6.03], [-3.40, 1.26, -2.10], [-4.01, 3.88, -6.26], [5.43, -5.76, 0.89], [-1.13, 0.83, -2.03], [-2.33, -6.67, 0.31], [0.03, 2.68, -1.14], [-3.24, 2.35, -2.56], [3.47, -3.53, 4.89], [0.07, -1.65, -1.16], [-2.46, -2.15, 0.28], [-2.27, 4.08, 3.82]], "total_charge": -1, "e_homo_ev": -3.417, "energy_ha": -3471.499851}

4.
{"formula": "C2H4N2O3", "method": "ωB97M-V/def2-TZVPD", "symbols": ["H", "O", "H", "H", "H", "C", "N", "C", "N", "O", "O"], "coordinates": [[-1.23, 1.45, 0.33], [2.30, -0.37, -0.10], [0.50, -1.96, 0.67], [1.30, 1.80, -0.69], [-1.65, -1.92, 0.30], [1.04, -0.06, -0.19], [0.21, -1.05, 0.20], [-1.10, -0.98, -0.08], [0.55, 1.11, -0.42], [-1.68, 0.01, -0.42], [-0.25, 1.95, 0.40]], "total_charge": 0, "relative_energy_kcal_mol": 82.98, "smiles": "O=CNC(=O)NO", "e_homo_ev": -9.688, "energy_ha": -413.759461}

5.
{"formula": "C28H28Cl2N5O10P2V", "method": "ωB97M-V/def2-TZVPD", "symbols": ["H", "H", "C", "C", "H", "C", "H", "H", "H", "H", "C", "H", "C", "C", "H", "C", "H", "C", "O", "C", "C", "N", "H", "C", "C", "H", "O", "O", "H", "C", "H", "C", "O", "H", "Cl", "C", "N", "N", "H", "C", "C", "P", "O", "H", "H", "O", "Cl", "C", "H", "H", "H", "O", "P", "V", "C", "O", "C", "C", "N", "C", "C", "C", "N", "O", "C", "H", "H", "H", "H", "C", "C", "O", "C", "H", "H", "H"], "coordinates": [[-0.33, -7.47, 1.80], [0.34, 0.53, 3.65], [-0.37, -0.32, 3.67], [3.12, -0.57, -2.39], [-0.76, -4.67, -4.15], [-2.13, -2.61, 3.57], [3.38, -4.55, 0.50], [3.82, -6.99, 0.55], [-1.09, 6.19, -2.07], [2.05, 5.16, -2.47], [-0.43, 6.80, 2.38], [1.16, 6.87, -3.65], [0.55, -6.91, 1.55], [2.15, -0.34, 0.15], [1.59, 4.42, -0.16], [2.83, -6.60, 0.82], [-2.18, 8.02, 2.49], [-1.43, -0.43, 4.58], [-0.13, -2.24, -3.71], [2.56, 0.78, -0.52], [-1.95, 7.01, 0.56], [-0.82, -3.43, 1.76], [0.18, 4.11, -1.10], [-0.15, -1.38, 2.80], [-0.02, 5.74, 0.25], [-2.79, -3.51, 3.45], [-2.57, 0.26, -0.85], [1.54, 0.78, 2.07], [-2.82, 7.43, 0.08], [0.67, 6.77, -2.68], [1.97, -8.55, 1.09], [2.60, -5.25, 0.80], [-0.69, 6.43, -2.94], [-0.22, -0.83, -3.02], [-1.54, 0.66, 5.90], [-2.35, -1.52, 4.45], [2.27, -1.62, -0.42], [-1.20, 6.14, -0.16], [0.67, 7.73, -2.15], [-2.33, -2.20, -2.16], [3.07, 0.69, -1.79], [-0.75, -3.18, -2.67], [-3.22, -2.94, -1.29], [-3.34, -2.33, -4.04], [2.94, -2.69, -2.02], [-0.68, -1.16, -0.15], [-3.78, -1.70, 5.40], [1.49, 5.79, -1.83], [-3.45, 0.05, -0.40], [1.49, 5.89, 1.81], [-4.06, -1.17, -2.85], [0.09, -3.52, -1.46], [-1.47, -0.76, -1.33], [0.67, -2.75, 0.40], [2.81, -1.66, -1.66], [-1.28, -4.57, -3.35], [-0.83, -4.79, 1.97], [-1.05, -2.54, 2.73], [1.44, -4.68, 1.05], [0.79, 4.94, -0.69], [-1.61, 7.29, 1.85], [0.46, 6.13, 1.51], [0.91, -1.45, 1.92], [-0.57, -0.04, -2.41], [0.40, -5.51, 1.52], [-2.62, -0.83, -3.86], [3.53, -0.79, -3.35], [-2.67, -3.53, -0.75], [2.25, 6.29, -1.21], [1.77, -7.48, 1.11], [1.49, -0.27, 1.45], [-1.80, -5.40, 2.44], [-3.12, -1.61, -3.25], [2.37, 1.76, -0.14], [-0.19, 7.07, 3.41], [3.38, 1.58, -2.37]], "total_charge": 1, "relative_energy_kcal_mol": 0.00, "multiplicity": 2, "e_homo_ev": [-10.892, -10.857], "energy_ha": -4657.105108, "s_squared": 0.995}

6.
{"formula": "C4H6O2", "method": "ωB97M-V/def2-TZVPD", "symbols": ["H", "H", "H", "C", "O", "O", "H", "C", "H", "C", "H", "C"], "coordinates": [[1.42, -1.05, -0.10], [0.15, 1.89, -0.92], [-1.34, -0.06, -1.03], [-0.51, -0.08, -0.30], [-0.45, -0.10, 2.06], [0.66, -1.36, -1.97], [-1.59, -1.45, 1.14], [0.24, 1.22, -0.05], [1.31, 1.06, 0.10], [0.60, -0.94, -0.84], [-0.04, 1.38, 1.06], [-0.91, -0.59, 1.06]], "total_charge": 0, "relative_energy_kcal_mol": 41.72, "smiles": "CC(C=O)C=O", "e_homo_ev": -10.172, "energy_ha": -306.439807}